A | ORCA calculation (ωB97M-V/def2-TZVPD) on a structure of composition C14H6F11N3O8S3Zr.

As for the HOMO energy: -8.9 eV. Its LUMO energy is -0.9 eV. Its multiplicity is 1. Its HOMO-LUMO gap is 0.2935 Eh.

Each line ends with the Löwdin charge.
Element x y z (Å)
1 Zr 0.098 0.260 -0.901  1.63
2 O -0.271 1.860 4.855  0.14
3 C 0.972 1.495 4.600  -0.50
4 O 1.801 1.342 5.459  0.12
5 C 1.305 1.166 3.181  -0.02
6 C 2.541 0.700 2.766  0.04
7 N 2.471 0.497 1.447  0.07
8 N 1.264 0.809 0.970  -0.07
9 C 0.542 1.217 2.009  -0.12
10 C -0.886 1.542 1.689  -0.53
11 O -1.661 1.867 2.570  0.11
12 O -1.148 1.393 0.435  -0.19
13 H -0.842 1.898 4.044  0.07
14 H 3.432 0.520 3.344  0.15
15 H 3.173 0.135 0.819  0.16
16 F -0.054 -2.575 3.161  0.17
17 C -0.483 -3.370 2.189  -0.69
18 F 0.212 -4.491 2.183  0.18
19 F -1.769 -3.626 2.348  0.18
20 S -0.211 -2.466 0.608  0.64
21 O 1.201 -2.221 0.474  -0.27
22 O -0.976 -1.217 0.696  -0.36
23 N -0.831 -3.453 -0.442  -0.26
24 S -1.219 -2.805 -1.820  0.68
25 O -0.385 -1.609 -2.084  -0.43
26 O -1.326 -3.759 -2.859  -0.20
27 C -2.934 -2.073 -1.585  -0.66
28 F -3.559 -2.678 -0.593  0.17
29 F -2.834 -0.766 -1.305  0.12
30 F -3.619 -2.216 -2.703  0.18
31 F -4.580 3.946 -3.841  0.14
32 C -3.383 3.674 -3.333  -0.13
33 C -2.615 4.679 -2.765  -0.13
34 F -3.086 5.922 -2.742  0.14
35 C -1.374 4.399 -2.218  -0.22
36 F -0.676 5.399 -1.685  0.11
37 C -0.850 3.111 -2.223  -0.53
38 S 0.717 2.667 -1.608  0.71
39 C -1.655 2.151 -2.805  -0.21
40 F -1.160 0.855 -2.818  -0.05
41 C -2.894 2.378 -3.355  -0.14
42 F -3.607 1.385 -3.881  0.14
43 C 2.168 -0.012 -1.633  -0.33
44 H 1.988 -0.069 -2.716  0.01
45 H 2.591 -0.973 -1.321  0.00
46 H 2.886 0.792 -1.473  -0.01

***

B | ORCA calculation (ωB97M-V/def2-TZVPD) on a structure of composition C14H6F11N3O8S3Zr.

As for the HOMO energy: -8.6 eV. Its LUMO energy is -0.8 eV. Its multiplicity is 1. Its HOMO-LUMO gap is 0.2858 Eh.

Each line ends with the Löwdin charge.
Element x y z (Å)
1 Zr 0.137 0.359 -0.154  1.65
2 O 4.186 0.192 4.206  0.14
3 C 2.986 0.034 4.756  -0.49
4 O 2.810 0.041 5.944  0.12
5 C 1.824 -0.107 3.835  -0.03
6 C 0.544 -0.322 4.297  0.03
7 N -0.252 -0.433 3.222  0.04
8 N 0.431 -0.301 2.083  -0.11
9 C 1.691 -0.103 2.442  -0.16
10 C 2.676 0.197 1.366  -0.49
11 O 3.867 0.172 1.570  0.13
12 O 2.109 0.479 0.209  -0.20
13 H 4.127 0.205 3.225  0.06
14 H 0.178 -0.404 5.307  0.15
15 H -1.255 -0.521 3.197  0.17
16 F -0.660 0.493 -5.221  0.18
17 C -0.683 1.657 -4.599  -0.69
18 F 0.505 2.234 -4.659  0.18
19 F -1.609 2.440 -5.117  0.18
20 S -1.068 1.442 -2.811  0.70
21 O 0.047 0.564 -2.282  -0.43
22 O -1.128 2.734 -2.206  -0.22
23 N -2.441 0.671 -2.858  -0.26
24 S -3.028 0.195 -1.471  0.70
25 O -1.988 0.423 -0.405  -0.52
26 O -4.352 0.591 -1.176  -0.19
27 C -3.069 -1.648 -1.620  -0.69
28 F -2.029 -2.107 -2.286  0.16
29 F -3.081 -2.180 -0.408  0.16
30 F -4.191 -1.939 -2.258  0.17
31 F 0.366 7.366 -1.129  0.13
32 C 0.144 6.218 -0.491  -0.14
33 C 0.766 5.055 -0.905  -0.15
34 F 1.586 5.057 -1.955  0.13
35 C 0.503 3.895 -0.213  -0.25
36 F 1.121 2.755 -0.626  -0.01
37 C -0.368 3.799 0.851  -0.51
38 S -0.647 2.255 1.657  0.69
39 C -0.968 4.985 1.242  -0.23
40 F -1.816 5.003 2.273  0.09
41 C -0.718 6.179 0.588  -0.14
42 F -1.310 7.303 0.990  0.13
43 C 0.454 -1.857 -0.286  -0.24
44 H 0.479 -2.157 -1.340  0.00
45 H -0.292 -2.476 0.221  0.00
46 H 1.426 -2.097 0.145  0.00

***

Need the numbers? Relative energies in kJ/mol: A 0.0; B 30.3.

***

A | ORCA calculation (ωB97M-V/def2-TZVPD) on the molecule C6H11PS.

As for the structure (SMILES): C#CCC[P@@H](=S)CC. As for the HOMO energy: -8.9 eV. Its LUMO energy is 0.9 eV. Its multiplicity is 1. Its HOMO-LUMO gap is 0.3606 Eh.

Each line ends with the Löwdin charge.
Element x y z (Å)
1 C 3.372 0.753 -1.435  0.13
2 C 3.025 0.093 -0.482  -0.18
3 C 2.661 -0.540 0.740  -0.28
4 C 1.212 -0.167 1.201  -0.33
5 P -0.046 -0.841 -0.004  0.28
6 S -0.392 -2.692 0.171  0.22
7 C -1.509 0.240 0.099  -0.42
8 C -2.277 -0.054 -1.232  -0.18
9 H 3.675 1.445 -2.144  0.01
10 H 2.780 -1.571 0.618  0.09
11 H 3.286 -0.223 1.509  0.10
12 H 0.949 -0.479 2.199  0.07
13 H 1.269 0.982 1.283  0.12
14 H 0.413 -0.128 -1.215  0.04
15 H -2.106 -0.157 0.860  0.05
16 H -1.265 1.196 0.321  0.04
17 H -2.713 -1.177 -1.202  0.11
18 H -3.158 0.515 -1.173  0.03
19 H -1.625 0.211 -2.175  0.10

***

B | ORCA calculation (ωB97M-V/def2-TZVPD) on the molecule C6H11PS.

As for the HOMO energy (alpha / beta): -7.7 / -7.3 eV. Its LUMO energy (alpha / beta) is 0.3 / -1.3 eV. Its multiplicity is 1. Its HOMO-LUMO gap (alpha / beta) is 0.2935 / 0.2215 Eh.

Each line ends with the Löwdin charge.
Element x y z (Å)
1 C 0.990 -0.860 -0.957  -0.18
2 C 0.733 0.238 -1.582  -0.04
3 C 0.902 -1.227 0.571  -0.25
4 C 0.859 -0.073 1.541  -0.36
5 C 0.519 1.378 -2.522  -0.08
6 C -2.116 0.438 1.600  -0.39
7 P -0.501 1.206 1.054  0.37
8 S -0.368 2.873 2.065  0.12
9 H 1.227 -1.726 -1.530  0.09
10 H 0.020 -1.863 0.449  0.09
11 H 1.883 -1.954 0.726  0.16
12 H 0.602 -0.404 2.453  0.03
13 H 1.666 0.644 1.499  0.06
14 H 0.931 1.001 -3.532  0.12
15 H 1.020 2.180 -2.165  0.04
16 H -0.491 1.533 -2.569  0.04
17 H -2.312 -0.621 1.093  0.05
18 H -2.141 0.348 2.804  0.07
19 H -2.987 1.219 1.234  0.07

***

Need the numbers? Relative energies in kJ/mol: A 0.0; B 203.2.

***

A | ORCA calculation (ωB97M-V/def2-TZVPD) on the ion C3H6NO2S with charge +1.

The net charge is +1. As for the HOMO energy: -14.4 eV. Its LUMO energy is -5.5 eV. Its multiplicity is 1. Its HOMO-LUMO gap is 0.3267 Eh.

Each line ends with the Löwdin charge.
Element x y z (Å)
1 C -1.168 1.566 2.078  0.16
2 C 0.543 -0.294 -1.473  -0.31
3 C -0.252 -0.772 -0.298  -0.27
4 N -0.399 0.834 1.791  0.03
5 O 1.112 0.974 -1.231  -0.12
6 O 0.183 -1.827 2.075  -0.38
7 S 0.738 -0.775 1.300  1.12
8 H -1.972 2.279 2.304  0.14
9 H 1.718 1.124 -2.082  0.18
10 H 1.325 -1.027 -1.742  0.14
11 H -0.311 0.008 -2.181  0.16
12 H -0.386 -1.783 -0.436  0.08
13 H -1.130 -0.307 -0.104  0.05

***

B | ORCA calculation (ωB97M-V/def2-TZVPD) on the ion C3H6NO2S with charge +1.

The net charge is +1. As for the structure (SMILES): C1CSC2([NH2+]1)OO2. As for the HOMO energy: -14.5 eV. Its LUMO energy is -3.8 eV. Its multiplicity is 1. Its HOMO-LUMO gap is 0.3941 Eh.

Each line ends with the Löwdin charge.
Element x y z (Å)
1 C 0.231 0.768 0.783  -0.16
2 C 1.452 -0.072 0.460  -0.38
3 S 1.224 -0.609 -1.284  1.10
4 C -0.532 -0.470 -1.130  -0.75
5 N -0.925 0.020 0.227  0.13
6 O -1.459 -1.488 -1.637  0.07
7 O -1.360 -0.155 -2.134  0.07
8 H 0.113 0.915 1.859  0.15
9 H 0.283 1.739 0.283  0.15
10 H 2.372 0.506 0.507  0.10
11 H 1.541 -0.949 1.101  0.10
12 H -1.158 -0.801 0.811  0.21
13 H -1.781 0.596 0.154  0.21

***

Need the numbers? Relative energies in kJ/mol: A 15.0; B 0.0.

***

A | ORCA calculation (ωB97M-V/def2-TZVPD) on the molecule H3O3P.

As for the structure (SMILES): OOPO. As for the HOMO energy: -9.1 eV. Its LUMO energy is 0.7 eV. Its multiplicity is 1. Its HOMO-LUMO gap is 0.3630 Eh.

Each line ends with the Löwdin charge.
Element x y z (Å)
1 O 2.019 -0.116 -0.316  -0.07
2 O 0.941 0.141 0.544  -0.47
3 P -0.478 0.848 0.157  0.78
4 O -1.453 -0.373 -0.132  -0.35
5 H 2.825 0.101 0.115  0.07
6 H -0.782 0.604 1.521  -0.01
7 H -1.534 -0.894 -0.918  0.05

***

B | ORCA calculation (ωB97M-V/def2-TZVPD) on a cluster of 2 separate species, H3O3P in total.

As for the structure (SMILES): O=PO.O. As for the HOMO energy: -10.8 eV. Its LUMO energy is 0.3 eV. Its multiplicity is 1. Its HOMO-LUMO gap is 0.4058 Eh.

Each line ends with the Löwdin charge.
Element x y z (Å)
1 O -3.476 1.115 -0.317  -0.44
2 P -2.694 0.198 0.404  0.69
3 O -2.911 -1.217 -0.292  -0.35
4 H -3.372 -1.342 -1.193  0.11
5 O 1.340 0.350 0.136  -0.08
6 H 1.132 1.297 0.311  0.05
7 H 1.705 -0.047 0.920  0.02

***

Need the numbers? Relative energies in kJ/mol: A 354.1; B 0.0.

***

A | ORCA calculation (ωB97M-V/def2-TZVPD) on a structure of composition C31H26BaClN6O7S2Se2.

The net charge is -1. As for the HOMO energy: -4.8 eV. Its LUMO energy is 2.0 eV. Its multiplicity is 1. Its HOMO-LUMO gap is 0.2477 Eh.

Each line ends with the Löwdin charge.
Element x y z (Å)
1 Ba -0.585 0.746 0.933  1.77
2 S -1.716 4.426 4.626  0.94
3 C -3.266 3.897 4.151  -0.48
4 C -3.198 2.945 3.177  -0.28
5 C -1.878 2.578 2.743  -0.29
6 C -0.969 3.313 3.461  -0.55
7 C 0.495 3.300 3.370  -0.31
8 C 1.308 4.089 4.200  -0.06
9 C 2.678 4.047 4.064  -0.08
10 C 3.249 3.222 3.102  -0.08
11 C 2.390 2.472 2.323  -0.17
12 N 1.063 2.498 2.449  -0.01
13 H -4.147 4.313 4.617  0.05
14 H -4.103 2.500 2.775  0.07
15 H 0.856 4.727 4.947  0.07
16 H 3.303 4.655 4.708  0.10
17 H 4.319 3.154 2.964  0.10
18 H 2.781 1.797 1.568  0.09
19 O -5.442 -0.656 -5.023  -0.06
20 C -5.296 0.593 -4.365  -0.21
21 C -4.464 0.422 -3.126  -0.18
22 C -4.580 1.318 -2.074  -0.01
23 C -3.737 1.175 -0.987  -0.12
24 N -2.830 0.210 -0.891  0.03
25 C -2.718 -0.662 -1.898  -0.20
26 C -3.519 -0.586 -3.030  0.05
27 C -1.632 -1.684 -1.782  -0.20
28 C -1.626 -2.848 -2.540  0.05
29 C -0.548 -3.715 -2.433  -0.18
30 C -0.505 -5.011 -3.192  -0.21
31 O -1.412 -4.968 -4.282  -0.06
32 C 0.490 -3.378 -1.577  -0.01
33 C 0.384 -2.216 -0.835  -0.16
34 N -0.654 -1.392 -0.925  0.02
35 H -5.906 -0.512 -5.852  0.09
36 H -6.271 1.011 -4.092  0.12
37 H -4.792 1.316 -5.019  0.13
38 H -5.300 2.126 -2.101  0.11
39 H -3.781 1.872 -0.156  0.11
40 H -3.393 -1.279 -3.849  0.12
41 H -2.442 -3.091 -3.204  0.11
42 H -0.770 -5.823 -2.503  0.13
43 H 0.519 -5.188 -3.537  0.12
44 H -1.418 -5.829 -4.707  0.09
45 H 1.371 -4.001 -1.479  0.12
46 H 1.175 -1.933 -0.149  0.08
47 Se 5.147 -0.674 0.351  0.63
48 Se 4.099 -2.628 0.908  0.62
49 C 3.203 -2.136 2.550  -0.68
50 C 2.872 -3.183 3.400  -0.14
51 C 2.189 -2.885 4.566  -0.10
52 C 1.884 -1.565 4.836  -0.07
53 C 2.264 -0.598 3.919  -0.15
54 N 2.918 -0.867 2.788  0.04
55 C 4.110 -0.111 -1.188  -0.67
56 C 4.251 1.209 -1.602  -0.12
57 C 3.602 1.601 -2.761  -0.08
58 C 2.836 0.677 -3.448  -0.09
59 C 2.741 -0.602 -2.930  -0.14
60 N 3.377 -1.001 -1.828  0.03
61 H 3.132 -4.201 3.143  0.09
62 H 1.871 -3.675 5.233  0.11
63 H 1.319 -1.284 5.713  0.11
64 H 2.015 0.444 4.085  0.10
65 H 4.837 1.909 -1.019  0.10
66 H 3.664 2.625 -3.105  0.11
67 H 2.279 0.952 -4.331  0.11
68 H 2.115 -1.345 -3.411  0.11
69 O -0.794 -3.529 3.753  -0.61
70 S -0.519 -2.777 2.513  0.58
71 N -0.411 -1.314 2.528  -0.65
72 O -0.831 2.726 -1.117  -0.44
73 Cl 0.303 2.214 -1.865  0.63
74 O 1.078 3.282 -2.420  -0.31
75 O -0.160 1.333 -2.908  -0.33
76 O 1.123 1.453 -0.922  -0.55

***

B | ORCA calculation (ωB97M-V/def2-TZVPD) on a structure of composition C31H26BaClN6O7S2Se2.

The net charge is -1. As for the HOMO energy: -4.4 eV. Its LUMO energy is 1.9 eV. Its multiplicity is 1. Its HOMO-LUMO gap is 0.2335 Eh.

Each line ends with the Löwdin charge.
Element x y z (Å)
1 Ba 0.696 0.041 -0.251  1.83
2 S -3.327 1.494 -3.063  0.93
3 C -3.958 0.110 -2.283  -0.46
4 C -3.089 -0.389 -1.359  -0.28
5 C -1.842 0.332 -1.219  -0.36
6 C -1.859 1.392 -2.091  -0.56
7 C -0.818 2.444 -2.277  -0.31
8 C -0.909 3.411 -3.286  -0.05
9 C 0.086 4.354 -3.426  -0.08
10 C 1.161 4.350 -2.548  -0.07
11 C 1.174 3.383 -1.562  -0.15
12 N 0.220 2.459 -1.419  -0.02
13 H -4.938 -0.259 -2.553  0.05
14 H -3.324 -1.276 -0.784  0.06
15 H -1.761 3.411 -3.952  0.07
16 H 0.024 5.092 -4.217  0.10
17 H 1.960 5.075 -2.618  0.09
18 H 1.977 3.357 -0.836  0.09
19 O -2.835 4.959 5.250  -0.06
20 C -3.562 3.963 4.542  -0.21
21 C -2.667 3.278 3.547  -0.19
22 C -3.218 2.440 2.589  -0.01
23 C -2.381 1.821 1.679  -0.10
24 N -1.056 1.985 1.682  0.12
25 C -0.527 2.795 2.597  -0.18
26 C -1.296 3.461 3.547  0.04
27 C 0.972 2.954 2.549  -0.18
28 C 1.666 3.699 3.501  0.05
29 C 3.037 3.826 3.385  -0.19
30 C 3.854 4.630 4.357  -0.21
31 O 3.011 5.228 5.333  -0.06
32 C 3.676 3.173 2.339  -0.01
33 C 2.915 2.427 1.464  -0.13
34 N 1.586 2.336 1.548  0.06
35 H -3.444 5.413 5.841  0.09
36 H -4.412 4.402 4.010  0.12
37 H -3.959 3.213 5.235  0.13
38 H -4.290 2.285 2.531  0.12
39 H -2.767 1.177 0.897  0.09
40 H -0.853 4.130 4.267  0.10
41 H 1.161 4.169 4.330  0.11
42 H 4.409 5.394 3.802  0.13
43 H 4.587 3.969 4.833  0.13
44 H 3.554 5.783 5.900  0.09
45 H 4.750 3.238 2.208  0.12
46 H 3.381 1.867 0.659  0.10
47 Se -0.723 -5.018 -0.235  0.61
48 Se -2.933 -4.404 0.037  0.63
49 C -2.744 -3.354 1.636  -0.68
50 C -3.638 -3.604 2.673  -0.13
51 C -3.540 -2.835 3.821  -0.09
52 C -2.555 -1.863 3.894  -0.06
53 C -1.707 -1.701 2.809  -0.15
54 N -1.798 -2.425 1.694  0.06
55 C -0.290 -3.989 -1.849  -0.66
56 C 0.684 -4.497 -2.698  -0.12
57 C 0.957 -3.786 -3.853  -0.08
58 C 0.245 -2.633 -4.131  -0.07
59 C -0.720 -2.224 -3.227  -0.13
60 N -0.976 -2.897 -2.104  0.05
61 H -4.379 -4.386 2.575  0.09
62 H -4.207 -3.011 4.656  0.10
63 H -2.434 -1.247 4.775  0.10
64 H -0.912 -0.961 2.824  0.07
65 H 1.216 -5.408 -2.456  0.09
66 H 1.720 -4.137 -4.536  0.11
67 H 0.444 -2.050 -5.020  0.11
68 H -1.310 -1.328 -3.386  0.10
69 O 1.332 -0.486 2.187  -0.84
70 S 1.556 -1.969 1.897  0.60
71 N 1.325 -2.453 0.527  -0.58
72 O 1.304 0.224 -2.938  -0.45
73 Cl 2.686 -0.146 -2.579  0.64
74 O 3.624 0.368 -3.534  -0.32
75 O 2.767 -1.581 -2.447  -0.33
76 O 2.965 0.464 -1.237  -0.59

***

Need the numbers? Relative energies in kJ/mol: A 0.0; B 96.1.

***

A | ORCA calculation (ωB97M-V/def2-TZVPD) on the molecule C2H5N5.

As for the structure (SMILES): [H]/N=c1/cn[nH]n1N. As for the HOMO energy: -8.3 eV. Its LUMO energy is 0.9 eV. Its multiplicity is 1. Its HOMO-LUMO gap is 0.3352 Eh.

Each line ends with the Löwdin charge.
Element x y z (Å)
1 H -1.622 2.076 -0.563  0.16
2 N -0.586 1.934 -0.029  0.11
3 C 0.012 0.903 -0.084  -0.47
4 C 1.375 0.623 0.129  -0.16
5 N 1.598 -0.572 0.119  0.02
6 N 0.506 -1.314 -0.097  -0.07
7 N -0.490 -0.499 -0.272  -0.15
8 N -1.838 -0.713 0.213  0.09
9 H 2.149 1.448 0.488  0.16
10 H 0.939 -2.092 -0.683  0.18
11 H -1.869 -1.050 1.232  0.12
12 H -2.253 -1.395 -0.280  0.01

***

B | ORCA calculation (ωB97M-V/def2-TZVPD) on the molecule C2H5N5.

As for the structure (SMILES): [H]/N=c1/[nH]nnn1C. As for the HOMO energy: -8.8 eV. Its LUMO energy is 0.8 eV. Its multiplicity is 1. Its HOMO-LUMO gap is 0.3540 Eh.

Each line ends with the Löwdin charge.
Element x y z (Å)
1 H -1.329 0.673 -1.652  0.08
2 N -1.524 -0.188 -1.002  0.08
3 C -0.662 -0.570 -0.138  -0.44
4 N -0.630 -1.739 0.810  0.02
5 N 0.384 -1.444 1.684  -0.07
6 N 1.238 -0.577 1.248  0.03
7 N 0.660 -0.061 0.078  -0.15
8 C 0.783 1.402 -0.390  -0.05
9 H -1.212 -2.730 0.731  0.23
10 H 1.609 1.822 0.165  0.05
11 H -0.198 1.964 0.039  0.12
12 H 0.881 1.447 -1.574  0.11

***

Need the numbers? Relative energies in kJ/mol: A 116.6; B 0.0.